This record from OMol25 describes the molecule C19H25ClN4O2 in a non-equilibrium geometry. The level of theory is ωB97M-V with the def2-TZVPD basis set.

Geometry as XYZ:
```
51
Properties=species:S:1:pos:R:3:nbo_charge:R:1
C 3.61 2.05 3.12 -0.64
C 2.25 1.34 3.10 -0.16
N 1.64 1.15 1.97 -0.50
C 1.41 2.42 1.24 -0.27
C -0.07 1.90 0.39 0.73
O -0.89 1.25 0.93 -0.59
N -0.27 2.95 -0.57 -0.61
C -1.27 2.73 -1.41 -0.25
C -1.12 2.04 -2.73 -0.13
C -0.94 2.82 -3.86 -0.19
C -0.67 2.11 -5.03 -0.16
C -0.56 0.57 -5.10 -0.17
Cl -0.11 0.03 -6.50 0.13
C -0.32 -0.06 -3.89 -0.20
C -1.03 0.80 -2.60 -0.14
C 2.32 0.04 1.29 -0.23
C 1.52 -1.23 2.03 0.71
O 2.11 -2.12 2.40 -0.61
N 0.28 -1.28 2.09 -0.64
C -0.61 -2.10 2.81 0.01
C -0.38 -2.25 4.26 0.27
N 0.07 -2.16 5.40 -0.32
C -0.28 -3.49 2.30 -0.33
C -1.97 -4.19 2.17 -0.40
C -2.67 -2.75 1.81 -0.44
C -2.26 -1.80 2.72 -0.40
H 4.10 2.18 4.00 0.22
H 4.28 1.27 2.70 0.19
H 3.66 2.91 2.61 0.19
H 1.68 2.22 3.78 0.17
H 2.40 0.31 3.73 0.22
H 1.20 3.23 1.72 0.20
H 2.11 2.64 0.43 0.18
H 0.49 3.39 -0.90 0.38
H -2.09 2.33 -0.76 0.23
H -1.73 3.67 -1.54 0.19
H -1.25 3.81 -3.84 0.21
H -0.90 2.59 -5.85 0.19
H -0.37 -1.13 -3.69 0.22
H -0.86 0.14 -1.71 0.22
H 1.87 -0.26 0.18 0.19
H 3.18 -0.12 1.21 0.15
H -0.16 -0.38 1.87 0.43
H 0.07 -4.26 2.95 0.24
H -0.17 -3.53 1.42 0.17
H -1.84 -5.01 1.47 0.21
H -2.32 -4.44 3.28 0.20
H -3.81 -2.98 2.00 0.22
H -2.53 -2.77 0.60 0.23
H -2.18 -0.87 2.27 0.24
H -2.79 -1.87 3.78 0.25
```

## Properties
Structure (SMILES): CCN(CC(=O)NCc1ccc(Cl)cc1)CC(=O)NC1(C#N)CCCC1
E_tot in a.u.: -1568.1487
Gap between HOMO and LUMO in eV: 8.573
Highest occupied orbital energy in hartree: -0.3127
Relative energy (zero: lowest compared OMol25 entry of this formula, charge and spin) in eV: 16.2983
Charge: 0

This record from OMol25 describes a structure of composition C20H34Cl4InN2O10P2Si in a non-equilibrium geometry. The level of theory is ωB97M-V with the def2-TZVPD basis set.

Geometry as XYZ:
```
74
Properties=species:S:1:pos:R:3:nbo_charge:R:1
In 0.04 0.20 0.76 1.85
Cl 0.09 3.75 6.76 0.01
C 0.59 2.82 5.41 -0.10
C 1.88 2.31 5.35 -0.11
Cl 3.01 2.65 6.60 0.01
C 2.24 1.51 4.26 -0.15
Cl 3.83 0.81 4.21 0.01
C 1.36 1.23 3.22 0.30
O 1.69 0.45 2.22 -0.90
C 0.05 1.80 3.26 0.27
O -0.79 1.55 2.30 -0.82
C -0.29 2.57 4.37 -0.14
Cl -1.90 3.19 4.43 0.00
N -0.64 -1.47 2.40 -0.85
C -1.80 -2.34 2.36 -0.21
C -3.11 -1.56 2.33 -0.41
C -3.40 -0.99 0.95 -0.21
N -2.42 0.02 0.59 -0.85
H 0.21 -2.04 2.33 0.41
H -0.60 -0.96 3.28 0.39
H -1.80 -3.02 3.24 0.18
H -1.74 -2.95 1.46 0.20
H -3.06 -0.74 3.06 0.21
H -3.93 -2.22 2.63 0.21
H -4.43 -0.59 0.93 0.17
H -3.32 -1.80 0.21 0.21
H -2.49 0.82 1.21 0.41
H -2.58 0.35 -0.35 0.40
C 4.92 -2.12 -0.39 -0.63
C 3.77 -1.24 0.08 -0.48
O 4.20 -0.39 1.11 -0.73
P 3.12 -0.16 -1.26 2.35
O 2.38 -1.05 -2.34 -1.00
O 4.40 0.30 -2.13 -0.99
O 2.38 1.01 -0.77 -1.10
P 2.30 -2.28 0.55 2.37
O 2.24 -2.20 2.15 -1.02
O 2.37 -3.68 0.09 -1.13
O 1.10 -1.50 -0.01 -1.24
H 5.67 -1.52 -0.89 0.22
H 4.53 -2.87 -1.06 0.24
H 5.36 -2.61 0.48 0.23
H 3.42 0.13 1.40 0.52
H 1.63 -1.42 -1.84 0.53
H 4.62 1.19 -1.84 0.51
H 2.17 -1.25 2.39 0.53
C -0.44 -2.73 -3.42 -0.44
C 0.01 -3.75 -2.37 -0.44
C -0.94 -3.48 -1.20 -0.07
O -1.41 -2.15 -1.32 -0.55
C -1.02 -1.59 -2.57 -0.07
H -1.21 -3.16 -4.07 0.19
H 0.39 -2.38 -4.03 0.22
H 1.03 -3.56 -2.05 0.23
H -0.06 -4.77 -2.72 0.21
H -0.41 -3.59 -0.25 0.20
H -1.80 -4.16 -1.21 0.15
H -0.29 -0.80 -2.40 0.19
H -1.91 -1.14 -3.03 0.18
C -1.59 5.20 -2.21 -1.09
Si -1.79 3.41 -2.85 1.58
C -3.66 2.98 -2.85 -1.08
C -1.11 3.26 -4.62 -1.09
C -0.96 2.22 -1.70 -0.63
C -0.47 1.46 -0.90 -0.43
H -2.07 5.93 -2.87 0.22
H -0.54 5.47 -2.13 0.24
H -2.02 5.31 -1.22 0.24
H -4.23 3.63 -3.51 0.22
H -4.08 3.08 -1.85 0.23
H -3.82 1.96 -3.18 0.23
H -1.57 3.97 -5.31 0.22
H -1.28 2.26 -5.02 0.23
H -0.04 3.44 -4.64 0.24
```

## Properties
E_tot in a.u.: -4647.9259
Gap between HOMO and LUMO in eV: 7.214
Highest occupied orbital energy in hartree: -0.1790
Charge: -1

This record from OMol25 describes a cluster of 6 separate species, CH11O7 in total in a non-equilibrium geometry. The level of theory is ωB97M-V with the def2-TZVPD basis set.

Geometry as XYZ:
```
19
Properties=species:S:1:pos:R:3:nbo_charge:R:1
O -0.80 0.51 1.71 -0.79
C -0.47 1.65 1.34 0.65
O -0.45 2.03 0.13 -0.80
H -0.14 2.34 2.14 0.05
H -0.21 -2.38 0.76 0.50
H 0.58 -1.06 0.94 0.49
O 0.69 -2.00 0.73 -1.02
H 2.64 -2.16 -0.26 0.50
H 2.87 -1.01 -1.34 0.48
O 3.20 -1.43 -0.55 -0.98
H -1.93 -1.15 -0.20 0.50
H -1.75 -0.87 1.19 0.50
O -1.97 -1.66 0.64 -1.02
H -1.29 0.33 -2.25 0.46
H -1.15 1.00 -0.86 0.49
O -1.75 0.38 -1.40 -1.01
H 1.63 1.92 -1.42 0.47
H 0.53 0.90 -1.32 0.49
O 1.32 1.11 -1.84 -0.97
```

## Properties
E_tot in a.u.: -571.4910
Gap between HOMO and LUMO in eV: 9.790
Highest occupied orbital energy in hartree: -0.2240
Relative energy (zero: lowest compared OMol25 entry of this formula, charge and spin) in eV: 0.1441
Charge: -1